(1)
Density functional theory data (ωB97M-V with the def2-TZVPD basis set) for an isolated molecule of C4H6O2.

XYZ file:
```
12
Properties=species:S:1:pos:R:3:forces:R:3:lowdin_charge:R:1
O -0.566 1.825 0.613 0.063 -0.423 0.317 0.0554
C -0.434 0.847 1.312 -0.032 0.226 -0.179 -0.2496
C 0.177 -0.445 0.836 -0.012 0.015 -0.016 -0.1603
C 0.703 -0.353 -0.598 0.060 -0.036 -0.060 -0.1584
C -0.413 -0.023 -1.574 -0.184 -0.199 -0.055 -0.2688
O -1.244 -0.837 -1.902 0.306 0.306 0.175 0.0505
H -0.773 0.856 2.369 0.018 0.041 -0.101 0.1234
H -0.589 -1.228 0.916 0.062 0.109 0.003 0.1282
H 0.972 -0.728 1.539 -0.116 0.039 -0.092 0.1207
H 1.493 0.402 -0.662 -0.128 -0.069 0.010 0.1165
H 1.117 -1.326 -0.884 -0.046 0.128 0.014 0.1206
H -0.442 1.011 -1.965 0.010 -0.136 -0.017 0.1218
```
Positions in Å, forces in eV/Å.

The frontier orbital gap comes out at 0.39269 Eh. The max |F| is 0.0104 hartree/bohr. As for the multiplicity: 1. As for the SMILES: O=CCCC=O.

---

(2)
Density functional theory data (ωB97M-V with the def2-TZVPD basis set) for an isolated molecule of C4H6O2.

XYZ file:
```
12
Properties=species:S:1:pos:R:3:forces:R:3:lowdin_charge:R:1
O -2.411 0.432 0.536 0.366 0.240 0.257 0.0714
C -1.277 0.647 0.884 -0.645 -0.013 -0.102 -0.1958
C -0.121 -0.175 0.383 -0.297 -0.043 0.004 -0.3328
C -0.282 -0.657 -1.045 -0.040 -0.159 -0.004 -0.0510
C 2.067 0.264 -0.178 -0.105 0.054 0.669 0.0811
O 1.082 0.598 0.621 0.970 -0.448 -0.645 -0.1229
H -1.028 1.430 1.627 -0.016 -0.015 -0.065 0.1361
H -0.019 -1.003 1.098 -0.202 -0.027 -0.190 0.1619
H -1.328 -0.606 -1.333 -0.135 -0.168 0.152 0.0796
H 0.094 -1.673 -1.139 -0.048 0.060 -0.183 0.0851
H 0.292 -0.033 -1.726 0.013 0.023 0.069 0.0675
H 2.930 0.776 0.272 0.139 0.496 0.038 0.0199
```
Positions in Å, forces in eV/Å.

The frontier orbital gap comes out at 0.33958 Eh. The max |F| is 0.0243 hartree/bohr. As for the multiplicity: 1.

---

(3)
Density functional theory data (ωB97M-V with the def2-TZVPD basis set) for an isolated molecule of C4H6O2.

XYZ file:
```
12
Properties=species:S:1:pos:R:3:forces:R:3:lowdin_charge:R:1
C -0.505 0.809 -1.208 0.014 -0.425 0.194 -0.0036
C 0.094 0.082 0.029 0.234 -0.334 0.178 -0.3769
C -0.590 0.274 1.344 0.263 0.039 0.581 -0.1976
O -0.294 -0.360 2.329 -0.266 0.660 0.051 0.0518
C 0.990 -1.228 0.221 -0.463 0.017 -0.468 -0.0613
O 1.497 0.019 -0.083 0.557 0.492 -0.148 -0.0079
H -1.450 1.336 -1.004 0.232 -0.445 0.188 0.0745
H 0.208 1.590 -1.527 -0.088 -0.423 0.301 0.0900
H -0.667 0.166 -2.078 0.044 -0.075 0.203 0.0776
H -1.482 0.932 1.344 0.095 0.054 -0.022 0.1258
H 1.484 -1.631 1.128 -1.309 0.322 -0.145 0.1247
H 0.715 -1.989 -0.494 0.688 0.117 -0.915 0.1029
```
Positions in Å, forces in eV/Å.

The frontier orbital gap comes out at 0.38101 Eh. The max |F| is 0.0264 hartree/bohr. As for the multiplicity: 1. As for the SMILES: C[C@@]1(C=O)CO1.

---

(4)
Density functional theory data (ωB97M-V with the def2-TZVPD basis set) for an isolated molecule of C4H6O2.

XYZ file:
```
12
Properties=species:S:1:pos:R:3:forces:R:3:lowdin_charge:R:1
O 0.093 -1.326 -1.040 -0.363 0.090 0.224 -0.0762
C -0.940 0.280 -0.559 0.032 -0.168 -0.125 0.1725
C -0.030 1.056 0.268 -0.022 -0.076 -0.293 -0.5026
O -0.630 1.405 1.497 0.118 -0.038 0.142 -0.0461
C 1.177 0.124 0.529 0.115 -0.234 -0.166 -0.0033
C 1.167 -1.032 -0.092 0.326 0.403 0.386 -0.2094
H -0.316 -2.177 -0.792 0.021 0.265 -0.101 0.1235
H -1.764 -0.225 -0.059 0.174 -0.009 -0.118 0.1161
H -1.066 0.511 -1.611 0.036 -0.088 0.146 0.1089
H 0.326 1.949 -0.267 -0.036 -0.217 0.072 0.1445
H 0.078 1.262 2.146 -0.147 0.015 -0.040 0.0845
H 1.905 -1.827 -0.020 -0.253 0.057 -0.128 0.0876
```
Positions in Å, forces in eV/Å.

The frontier orbital gap (spin up / spin down) comes out at 0.28132 / 0.28128 Eh. The max |F| is 0.0126 hartree/bohr. As for the multiplicity: 1.

---

(5)
Density functional theory data (ωB97M-V with the def2-TZVPD basis set) for an isolated molecule of C4H6O2.

XYZ file:
```
12
Properties=species:S:1:pos:R:3:forces:R:3:lowdin_charge:R:1
O 2.461 -0.670 0.265 -0.517 0.163 -0.114 0.0784
C 1.599 0.168 0.201 0.282 -0.338 -0.045 -0.2064
C 0.223 0.122 -0.388 0.073 -0.069 0.202 -0.4909
O -0.004 1.248 -1.191 -0.096 0.235 0.141 0.0218
C -0.798 -0.967 -0.521 0.047 -0.148 -0.115 -0.0288
C -0.733 -0.145 0.739 -0.147 0.088 0.297 -0.0709
H 1.674 1.145 0.730 0.434 0.009 -0.207 0.1411
H -0.608 1.847 -0.737 0.071 0.043 -0.074 0.1019
H -0.567 -2.023 -0.430 0.173 0.200 -0.045 0.1100
H -1.560 -0.729 -1.260 0.174 -0.067 0.181 0.1136
H -0.296 -0.672 1.586 -0.150 0.214 -0.052 0.1174
H -1.390 0.678 1.006 -0.345 -0.332 -0.169 0.1127
```
Positions in Å, forces in eV/Å.

The frontier orbital gap comes out at 0.38993 Eh. The max |F| is 0.0108 hartree/bohr. As for the multiplicity: 1. As for the SMILES: O=CC1(O)CC1.

---

(6)
Density functional theory data (ωB97M-V with the def2-TZVPD basis set) for an isolated molecule of C4H6O2.

XYZ file:
```
12
Properties=species:S:1:pos:R:3:forces:R:3:lowdin_charge:R:1
O 1.978 -0.060 0.908 -0.564 2.758 -0.199 -0.0326
C 1.326 -0.935 0.296 1.734 1.898 1.552 -0.1311
C 0.130 -0.422 -0.546 0.253 -0.578 0.158 -0.1869
C -1.219 -0.470 0.212 -0.109 -0.452 0.090 -0.1576
O -1.270 0.950 0.337 -0.048 -0.021 0.033 -0.1041
C -0.070 1.112 -0.436 0.384 0.042 -0.164 -0.1420
H 2.124 -1.492 0.877 -1.712 -3.395 -1.703 0.1462
H 0.111 -0.840 -1.555 0.082 -0.038 0.220 0.1332
H -2.058 -0.866 -0.373 0.127 0.059 0.070 0.1193
H -1.183 -0.973 1.185 -0.059 0.087 -0.100 0.1218
H 0.712 1.633 0.123 -0.137 -0.104 -0.092 0.1106
H -0.265 1.634 -1.383 0.048 -0.256 0.135 0.1232
```
Positions in Å, forces in eV/Å.

The frontier orbital gap comes out at 0.37201 Eh. The max |F| is 0.0810 hartree/bohr. As for the multiplicity: 1. As for the SMILES: O=CC1COC1.

---

(7)
Density functional theory data (ωB97M-V with the def2-TZVPD basis set) for an isolated molecule of C4H6O2.

XYZ file:
```
12
Properties=species:S:1:pos:R:3:forces:R:3:lowdin_charge:R:1
O 2.510 0.985 -0.182 -1.627 0.526 0.229 0.1025
C 1.330 0.725 -0.115 -0.192 -0.486 -0.001 -0.4887
C 0.749 -0.657 -0.387 -0.144 -0.453 -0.073 -0.0931
C -0.571 -0.695 0.374 -0.176 0.086 -0.137 -0.2034
C -1.080 0.701 0.206 1.365 0.986 -0.206 -0.0649
O 0.292 1.586 0.157 -1.559 -1.231 0.605 -0.0019
H 0.575 -0.687 -1.469 0.040 -0.119 0.073 0.1326
H 1.458 -1.441 -0.123 -0.044 0.129 -0.067 0.1228
H -1.427 -1.235 -0.042 0.580 -0.888 -0.078 0.1188
H -0.431 -0.994 1.423 -0.059 0.249 -0.305 0.1243
H -1.901 0.880 0.956 1.507 1.033 -0.349 0.1338
H -1.510 0.836 -0.797 0.309 0.168 0.311 0.1172
```
Positions in Å, forces in eV/Å.

The frontier orbital gap comes out at 0.40245 Eh. The max |F| is 0.0404 hartree/bohr. As for the multiplicity: 1. As for the SMILES: O=C1CCCO1.

---

(8)
Density functional theory data (ωB97M-V with the def2-TZVPD basis set) for a cluster of 2 separate species, C4H6O2 in total.

XYZ file:
```
12
Properties=species:S:1:pos:R:3:forces:R:3:lowdin_charge:R:1
C 1.610 -0.723 -1.047 0.317 0.108 -0.059 -0.0024
C 1.797 0.134 -0.063 0.607 0.190 0.715 -0.3321
O 2.140 0.722 0.885 -0.355 -0.426 -0.702 0.1506
H 0.957 -0.586 -1.897 0.060 0.064 0.337 0.0575
H 2.410 -1.448 -1.068 -0.042 -0.243 -0.162 0.0607
C -1.315 -0.134 0.971 -0.027 0.118 0.106 -0.0400
C -1.133 0.700 -0.254 0.101 0.364 -0.120 -0.2928
O -0.143 1.308 -0.590 -0.591 -0.198 -0.037 0.0159
H -2.002 -0.969 0.795 0.113 0.207 -0.004 0.0850
H -0.413 -0.468 1.488 -0.051 0.195 -0.278 0.0797
H -1.834 0.609 1.591 -0.106 -0.331 0.365 0.0959
H -2.075 0.856 -0.810 -0.026 -0.047 -0.161 0.1219
```
Positions in Å, forces in eV/Å.

The frontier orbital gap comes out at 0.35672 Eh. The max |F| is 0.0186 hartree/bohr. As for the multiplicity: 1. As for the SMILES: C=C=O.CC=O.

---

(9)
Density functional theory data (ωB97M-V with the def2-TZVPD basis set) for an isolated molecule of C4H6O2.

XYZ file:
```
12
Properties=species:S:1:pos:R:3:forces:R:3:lowdin_charge:R:1
C 0.640 1.565 -0.244 -0.477 -0.002 0.050 -0.0609
C 0.633 0.262 0.543 -0.692 -1.113 -0.658 -0.3784
O 0.333 0.250 1.856 0.887 0.849 0.038 0.0337
H 1.604 -0.234 0.375 -0.452 -0.609 -0.181 0.1294
H 1.069 1.405 -1.236 0.062 -0.131 0.090 0.0760
H -0.373 1.932 -0.398 0.003 0.254 0.207 0.0777
H 1.250 2.309 0.267 -0.085 0.067 0.041 0.0786
C -0.876 -1.837 -0.578 0.503 -1.213 -1.908 0.1539
C -0.808 -0.712 0.171 0.312 2.695 4.100 -0.3517
O -1.659 -0.376 1.020 -0.005 -0.653 -1.893 0.0776
H -1.549 -2.637 -0.311 -0.128 0.079 0.055 0.0868
H -0.264 -1.925 -1.465 0.072 -0.223 0.059 0.0774
```
Positions in Å, forces in eV/Å.

The frontier orbital gap (spin up / spin down) comes out at 0.28170 / 0.30264 Eh. The max |F| is 0.0956 hartree/bohr. As for the multiplicity: 1.

---

(10)
Density functional theory data (ωB97M-V with the def2-TZVPD basis set) for an isolated molecule of C4H6O2.

XYZ file:
```
12
Properties=species:S:1:pos:R:3:forces:R:3:lowdin_charge:R:1
O 0.824 -1.255 -1.116 0.145 0.231 0.162 -0.0129
C -0.215 -1.222 -0.230 0.191 0.333 1.275 -0.2042
C -0.189 0.028 0.983 0.421 -0.899 0.032 -0.0828
C 0.718 1.043 0.332 0.039 -0.027 0.140 -0.1360
O -0.076 0.993 -0.911 -1.369 0.105 0.425 -0.1024
C -1.003 0.014 -0.240 0.017 0.569 -0.684 -0.2216
H 0.799 -0.314 -1.445 0.311 -0.812 -0.298 0.0866
H -0.653 -2.210 -0.071 0.049 0.604 0.463 0.1467
H -0.599 0.200 1.988 0.334 -0.853 -0.392 0.1238
H 0.735 2.062 0.735 -0.247 -0.253 0.023 0.1230
H 1.758 0.703 0.208 -0.278 0.142 -0.356 0.1239
H -2.098 -0.042 -0.232 0.387 0.861 -0.789 0.1560
```
Positions in Å, forces in eV/Å.

The frontier orbital gap comes out at 0.36041 Eh. The max |F| is 0.0280 hartree/bohr. As for the multiplicity: 1. As for the SMILES: O[C@H]1[C@H]2CO[C@@H]12.

---

(11)
Density functional theory data (ωB97M-V with the def2-TZVPD basis set) for a cluster of 2 separate species, C4H6O2 in total.

XYZ file:
```
12
Properties=species:S:1:pos:R:3:forces:R:3:lowdin_charge:R:1
C 2.252 0.078 0.699 -0.105 0.012 -0.014 0.0213
C 0.969 0.299 0.588 -0.080 0.043 -0.012 -0.0285
C -0.302 0.499 0.474 0.322 -0.048 0.161 -0.2962
C -1.697 0.439 0.809 -0.142 -0.065 0.195 -0.0248
O -1.195 0.993 -0.446 -0.004 0.101 -0.127 -0.0097
H 2.929 0.816 1.122 -0.128 -0.066 -0.025 0.0601
H 2.691 -0.860 0.367 -0.074 0.106 0.030 0.0610
H -2.230 -0.506 0.706 0.115 0.165 -0.008 0.1219
H -2.134 1.181 1.475 0.109 -0.133 -0.093 0.1166
O -0.610 -1.314 -2.058 0.089 0.103 -0.041 -0.0600
H -1.004 -0.459 -1.832 0.003 -0.113 -0.033 0.0098
H 0.331 -1.167 -1.904 -0.106 -0.103 -0.032 0.0285
```
Positions in Å, forces in eV/Å.

The frontier orbital gap comes out at 0.38243 Eh. The max |F| is 0.0071 hartree/bohr. As for the multiplicity: 1. As for the SMILES: C=C=C1CO1.O.

---

(12)
Density functional theory data (ωB97M-V with the def2-TZVPD basis set) for a cluster of 2 separate species, C4H6O2 in total.

XYZ file:
```
12
Properties=species:S:1:pos:R:3:forces:R:3:lowdin_charge:R:1
O 0.608 2.050 -0.695 0.476 -0.308 -0.043 0.0654
C 0.976 0.810 -0.857 -1.183 -0.334 -0.616 -0.0808
C -1.269 -1.395 0.119 -0.015 0.107 0.071 -0.0794
C -1.598 -0.359 0.885 0.042 -0.124 -0.076 -0.0732
C 1.943 0.174 -0.036 0.669 0.586 -0.223 -0.2692
O 2.991 0.584 -0.545 0.326 -0.599 0.806 0.0258
H 0.239 2.309 -1.554 -0.216 0.196 0.344 0.1230
H -1.590 -2.410 0.350 0.021 0.211 0.031 0.0487
H -0.661 -1.272 -0.775 -0.137 0.026 0.140 0.0318
H -2.205 -0.473 1.781 0.097 -0.031 -0.150 0.0480
H -1.279 0.656 0.652 -0.071 -0.227 0.012 0.0325
H 1.845 -0.675 0.676 -0.007 0.497 -0.296 0.1273
```
Positions in Å, forces in eV/Å.

The frontier orbital gap (spin up / spin down) comes out at 0.34021 / 0.34023 Eh. The max |F| is 0.0267 hartree/bohr. As for the multiplicity: 1.